{
  "formula": "C5H12O2",
  "method": "the ωB97M-V functional and the def2-TZVPD basis",
  "gap_ev": 9.488,
  "total_charge": 0,
  "e_above_lowest_kcal_mol": 26.7,
  "smiles": "CC/C=C(\\C)O.O",
  "species": ["O", "O", "C", "C", "C", "C", "C", "H", "H", "H", "H", "H", "H", "H", "H", "H", "H", "H", "H"],
  "xyz": [[2.1051, 1.2266, 0.8205], [-1.2675, 2.0767, -0.2203], [-0.4732, -1.0764, -0.6598], [0.7766, -0.4075, 2.0782], [0.5705, -0.0214, -0.4018], [1.0952, 0.2908, 0.7862], [-1.2158, -0.8836, -1.9824], [-1.2068, -1.0837, 0.1565], [-0.6274, 1.5398, 0.2734], [-0.7056, 2.4941, -0.8862], [0.0107, -2.0624, -0.6505], [-0.2084, -0.8813, 2.0535], [-1.9101, -1.7120, -2.1605], [-0.5178, -0.8473, -2.8274], [-1.7871, 0.0498, -1.9673], [0.7989, 0.2669, 2.9425], [2.0847, 1.6961, 1.6633], [0.9535, 0.5245, -1.2631], [1.5247, -1.1899, 2.2453]],
  "mulliken_charge": [-0.497, -0.680, -0.184, -1.197, -0.654, 0.422, -1.307, 0.251, 0.363, 0.333, 0.315, 0.258, 0.369, 0.340, 0.300, 0.429, 0.330, 0.513, 0.297]
}

{
  "formula": "C5H12O2",
  "method": "the ωB97M-V functional and the def2-TZVPD basis",
  "gap_ev": 9.046,
  "total_charge": 0,
  "e_above_lowest_kcal_mol": 61.0,
  "smiles": "C=C/C=C/C.O.O",
  "species": ["O", "O", "C", "C", "C", "C", "C", "H", "H", "H", "H", "H", "H", "H", "H", "H", "H", "H", "H"],
  "xyz": [[1.5439, 0.9931, 3.0185], [2.6352, 2.0048, 0.6599], [-0.3657, -3.0384, -1.3760], [-1.1011, -1.9955, -1.7960], [-1.2411, 1.4007, -0.0369], [-0.6424, -0.6403, -1.3572], [-1.5246, 0.3088, -1.0872], [-2.1708, 1.9197, 0.2249], [-0.9106, 1.0449, 0.9501], [-2.1365, -2.0695, -2.1279], [0.6091, -2.7622, -0.9696], [3.5376, 2.1545, 0.3573], [0.4470, -0.6718, -1.4148], [-0.4877, 2.1174, -0.3618], [0.6820, 0.5951, 2.8640], [-0.6659, -4.0770, -1.2942], [2.7861, 1.2466, 1.2314], [1.5611, 1.3058, 3.9215], [-2.5555, 0.1634, -1.4060]],
  "mulliken_charge": [-0.603, -0.588, -0.719, -0.125, -0.827, -0.108, -0.292, 0.327, 0.067, 0.292, 0.188, 0.287, 0.366, 0.289, 0.314, 0.266, 0.304, 0.296, 0.267]
}

{
  "formula": "C5H12O2",
  "method": "the ωB97M-V functional and the def2-TZVPD basis",
  "gap_ev": 9.381,
  "total_charge": 0,
  "e_above_lowest_kcal_mol": 59.7,
  "smiles": "C=CC(=C)C.O.O",
  "species": ["O", "O", "C", "C", "C", "C", "C", "H", "H", "H", "H", "H", "H", "H", "H", "H", "H", "H", "H"],
  "xyz": [[-0.4472, -3.3003, 1.8239], [-1.5567, -0.7385, 1.4115], [0.2564, 1.0832, -1.2392], [0.2892, 0.0239, -2.0420], [1.1323, 1.3453, -0.0745], [-0.8908, 1.9702, -1.3791], [2.1243, 0.5915, 0.4846], [-1.6465, 1.6853, -0.6596], [-0.5077, -0.1520, -2.7117], [2.3184, -0.5126, 0.2043], [-0.5645, 3.0062, -1.2420], [-1.3763, 1.9489, -2.3477], [-1.2284, -2.7589, 1.6650], [2.8352, 0.9219, 1.1426], [-2.3059, -0.0887, 1.5313], [0.9409, 2.3741, 0.3797], [-0.3360, -3.2997, 2.7946], [1.1838, -0.6751, -2.3421], [-0.7499, -0.2233, 1.2039]],
  "mulliken_charge": [-0.644, -0.647, 0.986, -0.847, -0.302, -1.245, -0.740, 0.189, 0.299, 0.179, 0.375, 0.390, 0.326, 0.330, 0.309, 0.168, 0.309, 0.219, 0.347]
}

{
  "formula": "C5H12O2",
  "method": "the ωB97M-V functional and the def2-TZVPD basis",
  "gap_ev": [5.472, 7.023],
  "s2": 0.794,
  "total_charge": 1,
  "e_above_lowest_kcal_mol": 128.7,
  "spin_multiplicity": 2,
  "species": ["O", "O", "C", "C", "C", "C", "C", "H", "H", "H", "H", "H", "H", "H", "H", "H", "H", "H", "H"],
  "xyz": [[-3.4964, -0.1758, -0.6761], [-1.8035, 1.0347, 1.3619], [2.0799, -0.2056, 0.5113], [0.8176, -0.3094, -0.2086], [3.2939, 0.1705, -0.1660], [0.4139, 0.8096, -1.0797], [-0.0505, -1.4188, 0.1306], [3.4503, 0.5829, -1.1678], [0.5592, -2.0602, 0.7641], [-2.7750, 0.3264, -0.3435], [1.2401, 1.4500, -1.4575], [-3.9462, -0.4399, 0.2398], [-1.6726, 1.8499, 0.9515], [4.1322, 0.1052, 0.4878], [2.3375, -1.8545, -0.5986], [-1.0111, 0.5549, 1.1742], [2.1766, -0.6248, 1.5262], [-1.0000, -1.6826, -0.3496], [-0.4211, 0.6427, -1.8391]],
  "lowdin_spin": [0.000, 0.006, 0.040, 0.061, 0.022, 0.314, 0.185, -0.001, 0.027, 0.000, 0.016, 0.000, 0.001, -0.001, 0.308, 0.003, -0.001, 0.009, 0.009]
}

{
  "formula": "C5H12O3",
  "method": "the ωB97M-V functional and the def2-TZVPD basis",
  "gap_ev": 11.026,
  "total_charge": 0,
  "e_above_lowest_kcal_mol": 47.1,
  "species": ["O", "O", "O", "C", "C", "C", "C", "C", "H", "H", "H", "H", "H", "H", "H", "H", "H", "H", "H", "H"],
  "xyz": [[-0.0965, 0.5166, 1.2498], [-0.8182, -0.6782, -0.4908], [-2.2375, 0.8962, 0.4306], [-0.4158, 1.6547, -0.9046], [1.0492, 1.4781, -1.2781], [-0.9211, 0.5484, 0.0283], [-0.2790, -1.7589, 0.8153], [1.1506, -2.0432, 0.4737], [1.3605, 2.2554, -1.9752], [-0.4583, -1.5856, 1.8732], [1.4795, -2.9132, 1.0491], [-0.4074, 1.2253, 1.8285], [-2.7007, 0.0704, 0.6218], [1.6870, 1.5403, -0.3967], [-0.9932, -2.5002, 0.4772], [1.7808, -1.1998, 0.7480], [-0.5910, 2.6180, -0.4218], [-1.0450, 1.6075, -1.7938], [1.2586, -2.2369, -0.5899], [1.1974, 0.5051, -1.7444]],
  "mulliken_charge": [-0.527, -0.546, -0.577, -0.461, -1.057, 0.714, -0.203, -0.961, 0.380, 0.306, 0.376, 0.302, 0.327, 0.248, 0.336, 0.244, 0.314, 0.293, 0.257, 0.236]
}

{
  "formula": "C5H12O3",
  "method": "the ωB97M-V functional and the def2-TZVPD basis",
  "gap_ev": 9.275,
  "total_charge": 0,
  "e_above_lowest_kcal_mol": 50.2,
  "smiles": "C=C/C(O)=C/C.O.O",
  "species": ["O", "O", "O", "C", "C", "C", "C", "C", "H", "H", "H", "H", "H", "H", "H", "H", "H", "H", "H", "H"],
  "xyz": [[1.9763, 1.0763, -1.0320], [0.7563, -1.8834, -2.4732], [-1.0743, -0.6232, -0.6198], [0.2352, -2.3601, 1.2504], [-0.8979, 2.2719, 0.0135], [-0.7386, 1.1220, 0.9743], [-0.8083, -0.1896, 0.6657], [-0.3009, -1.1993, 1.6200], [-0.3907, 2.0886, -0.9270], [-0.3941, -0.9067, 2.6573], [-1.9635, 2.4719, -0.1400], [1.4875, -1.3228, -2.7905], [1.9995, 1.3904, -0.1260], [0.3770, -3.1519, 1.9740], [1.2372, 0.4769, -0.9067], [0.4167, -1.3373, -1.7484], [-1.1212, 0.1945, -1.1372], [0.4517, -2.5866, 0.2134], [-0.7051, 1.2803, 2.0469], [-0.5429, 3.1881, 0.4853]],
  "mulliken_charge": [-0.620, -0.660, -0.577, -0.724, -1.368, -0.236, 0.766, -0.399, 0.480, 0.262, 0.326, 0.298, 0.376, 0.262, 0.183, 0.350, 0.409, 0.215, 0.326, 0.330]
}

{
  "formula": "C5H12O5",
  "method": "the ωB97M-V functional and the def2-TZVPD basis",
  "gap_ev": 10.318,
  "total_charge": 0,
  "e_above_lowest_kcal_mol": 14.9,
  "smiles": "O=CCCCC(=O)O.O.O",
  "species": ["O", "O", "O", "O", "O", "C", "C", "C", "C", "C", "H", "H", "H", "H", "H", "H", "H", "H", "H", "H", "H", "H"],
  "xyz": [[-2.2692, 0.1790, -2.2104], [-0.8951, -2.1478, -1.5272], [1.4333, 1.3491, -0.0675], [0.8132, -1.1679, -2.4538], [1.0318, 4.2111, 2.5445], [-0.3070, 0.1776, 1.0425], [0.2572, 1.0793, 0.0368], [0.3518, -1.2818, 1.1581], [1.0884, -1.6487, -0.1257], [0.3459, -1.5949, -1.4363], [-0.4324, -1.9450, 1.5135], [-2.5434, 0.6324, -3.0237], [1.9502, -1.0153, -0.3076], [-1.2369, -2.4020, -0.6592], [1.4167, 3.6761, 1.8378], [-1.4173, 0.0907, 0.7881], [0.1419, 4.4063, 2.2375], [1.1574, -1.3265, 1.9542], [1.4989, -2.6838, 0.0360], [-0.4239, 1.4705, -0.7727], [-1.8530, -0.5709, -2.6657], [-0.1086, 0.5123, 2.1008]],
  "mulliken_charge": [-0.571, -0.480, -0.486, -0.562, -0.644, -0.233, -0.062, -0.763, -0.736, 0.558, 0.373, 0.296, 0.364, 0.342, 0.329, 0.268, 0.315, 0.375, 0.385, 0.325, 0.291, 0.317]
}

{
  "formula": "C5H12S",
  "method": "the ωB97M-V functional and the def2-TZVPD basis",
  "gap_ev": 8.202,
  "total_charge": 0,
  "e_above_lowest_kcal_mol": 133.2,
  "smiles": "C=S(=C)(C)CC",
  "species": ["S", "C", "C", "C", "C", "C", "H", "H", "H", "H", "H", "H", "H", "H", "H", "H", "H", "H"],
  "xyz": [[0.5662, -0.3784, 0.1453], [1.7098, 1.1126, -0.0383], [0.4674, -1.9521, -0.2046], [-0.7702, 0.5540, -0.9821], [0.3746, -0.3247, 1.8141], [-2.1108, 0.1134, -0.4361], [-0.6445, 1.6200, -0.9698], [-1.8642, -0.1796, 0.5623], [-2.8360, 0.9283, -0.4109], [1.7750, 1.4865, -1.0615], [0.4521, -2.1862, -1.2285], [-2.4469, -0.6977, -1.0457], [2.7870, 0.7845, 0.3158], [-0.5929, 0.3529, -2.0095], [1.4461, 1.7609, 0.7708], [0.7049, 0.5976, 2.1925], [1.2156, -2.5308, 0.4007], [-0.2333, -1.0611, 2.1854]],
  "mulliken_charge": [0.722, -1.276, -0.972, -0.825, -1.025, -0.949, 0.410, 0.318, 0.322, 0.340, 0.378, 0.302, 0.354, 0.529, 0.423, 0.199, 0.280, 0.471]
}